Molecular formula: C2H4Cl2S
Method: DFT, ωB97M-V/def2-TZVPD

* Kohn-Sham gap (alpha / beta): 7.6 / 9.1 eV
* energy above the lowest of the compared OMol25 structures with the same formula, charge and spin: 96.9 kcal/mol
* multiplicity: 1

```
9
C2H4Cl2S | the OMol25 dataset | ωB97M-V/def2-TZVPD
C 1.82 -0.10 -1.16
C -1.34 0.39 0.60
S -1.71 -1.05 1.61
Cl -1.73 0.09 -1.02
Cl -1.91 2.02 1.18
H 2.47 0.48 -1.78
H 2.20 -0.79 -0.38
H 0.75 -0.01 -1.24
H -0.54 -1.04 2.20
```

Okay, here come the Mulliken numbers, in e, for every atom:
1. C -0.51
2. C 0.20
3. S -0.13
4. Cl -0.13
5. Cl -0.14
6. H 0.30
7. H 0.25
8. H 0.01
9. H 0.15

***

Molecular formula: C2H4N2S
Method: DFT, ωB97M-V/def2-TZVPD

* Kohn-Sham gap: 10.2 eV
* energy above the lowest of the compared OMol25 structures with the same formula, charge and spin: 26.3 kcal/mol
* structure (SMILES): N#C[C@@H](N)S
* multiplicity: 1

```
9
C2H4N2S | the OMol25 dataset | ωB97M-V/def2-TZVPD
C 1.04 1.10 0.15
C 0.16 0.06 0.41
N 1.57 2.05 -0.18
N -1.04 0.53 -0.45
S 0.83 -1.48 -0.36
H -0.05 0.05 1.42
H -1.80 0.04 0.04
H -0.89 0.01 -1.34
H 0.18 -2.35 0.30
```

Okay, here come the Mulliken numbers, in e, for every atom:
1. C 0.09
2. C 0.00
3. N -0.37
4. N -0.60
5. S -0.19
6. H 0.37
7. H 0.26
8. H 0.30
9. H 0.13

***

Molecular formula: C4H8NaO
Method: DFT, ωB97M-V/def2-TZVPD

* expectation value of S²: 0.755
* Kohn-Sham gap (alpha / beta): 4.5 / 5.6 eV
* multiplicity: 2

```
14
C4H8NaO | the OMol25 dataset | ωB97M-V/def2-TZVPD
H 0.21 1.38 -0.28
C -1.00 1.29 -0.13
C -1.48 -0.16 0.00
C -0.26 -0.77 0.62
H -1.41 1.94 0.66
H -1.34 1.73 -1.08
H -1.68 -0.58 -1.00
H -2.34 -0.21 0.68
H -0.19 -0.80 1.71
C 1.02 -0.96 -0.14
O 1.84 0.17 -0.06
Na 4.34 0.01 -0.02
H 0.75 -1.17 -1.20
H 1.54 -1.87 0.25
```

Okay, here come the Mulliken numbers, in e, for every atom:
1. H 0.12
2. C -0.77
3. C -0.29
4. C -0.54
5. H 0.25
6. H 0.28
7. H 0.25
8. H 0.25
9. H 0.30
10. C -0.28
11. O -0.88
12. Na 0.87
13. H 0.17
14. H 0.27

***

Across the entries above, E_tot takes the values -38014.8197 -15952.7432 -10738.0348 eV, respectively.